{
  "formula": "C54H49BF4MnN3O5P2",
  "method": "the ωB97M-V functional and the def2-TZVPD basis",
  "homo_ev": [-3.6, -4.8],
  "charge": -1,
  "multiplicity": 6,
  "relative_energy_kcal_mol": 0.0,
  "gap_ev": [5.841, 7.031],
  "e_tot_ha": -4886.0149,
  "symbols": ["Mn", "P", "P", "F", "F", "F", "F", "O", "O", "O", "O", "O", "N", "N", "N", "C", "C", "C", "C", "C", "C", "C", "C", "C", "C", "C", "C", "C", "C", "C", "C", "C", "C", "C", "C", "C", "C", "C", "C", "C", "C", "C", "C", "C", "C", "C", "C", "C", "C", "C", "C", "C", "C", "C", "C", "C", "C", "C", "C", "C", "C", "C", "C", "C", "C", "C", "C", "C", "C", "B", "H", "H", "H", "H", "H", "H", "H", "H", "H", "H", "H", "H", "H", "H", "H", "H", "H", "H", "H", "H", "H", "H", "H", "H", "H", "H", "H", "H", "H", "H", "H", "H", "H", "H", "H", "H", "H", "H", "H", "H", "H", "H", "H", "H", "H", "H", "H", "H", "H"],
  "xyz": [[15.35971, 10.98094, 13.80462], [15.25962, 12.67926, 11.23856], [17.82259, 11.18276, 11.33340], [14.56961, 13.64512, 17.27445], [13.22937, 11.84768, 16.61929], [14.98212, 12.59171, 15.23096], [13.04027, 13.91503, 15.50976], [13.53402, 11.33214, 13.32039], [16.14274, 11.51606, 18.36924], [15.46276, 9.83935, 12.03814], [15.46193, 7.25815, 19.32728], [9.05409, 10.34502, 12.49775], [15.43874, 9.52595, 19.41769], [14.58416, 9.24225, 15.15425], [16.83688, 12.42298, 10.60217], [14.51787, 13.48295, 9.82627], [17.84984, 11.90782, 14.58890], [19.58886, 9.55673, 9.97429], [19.35120, 13.60577, 15.45507], [19.31530, 8.72313, 7.69993], [12.70518, 10.59910, 12.61037], [13.36678, 12.94393, 9.22981], [15.05899, 14.69698, 9.32393], [14.85757, 8.26098, 10.40774], [16.89196, 15.89396, 13.23456], [15.06663, 10.86027, 19.03659], [17.27250, 10.70397, 14.41012], [14.63320, 8.35858, 17.38525], [17.90802, 9.11838, 16.18549], [17.58110, 10.11188, 8.71917], [14.96553, 9.33088, 16.45414], [11.38025, 10.89616, 12.92508], [19.34811, 12.10608, 11.54192], [20.08218, 11.29028, 15.67498], [15.75459, 16.47057, 13.80114], [20.06684, 8.83147, 8.88604], [17.74385, 8.32903, 13.88165], [13.08765, 9.63489, 11.64009], [14.37819, 14.70605, 12.84103], [14.50396, 15.87292, 13.60537], [18.34366, 10.24269, 9.89691], [14.42972, 15.34310, 8.24651], [20.49749, 14.02860, 16.11026], [18.18801, 7.82591, 16.61484], [20.27265, 11.56902, 12.45669], [13.82688, 8.21129, 14.77399], [15.20059, 8.33575, 18.77273], [21.45089, 13.08941, 16.56701], [20.90589, 13.93660, 11.11884], [10.69500, 9.25303, 11.25977], [8.65215, 11.23033, 13.60302], [17.66580, 9.39990, 14.81123], [12.01931, 8.98366, 10.97124], [13.27062, 14.80933, 7.67217], [12.74639, 13.60601, 8.16500], [18.04776, 7.03431, 14.31178], [10.36698, 10.20828, 12.26787], [19.10562, 12.22334, 15.24688], [14.51657, 9.30068, 11.38703], [21.47622, 12.23061, 12.71439], [13.84688, 7.27056, 16.99275], [13.42229, 7.21159, 15.67460], [18.25304, 6.77798, 15.67631], [16.78465, 14.72116, 12.45812], [21.80538, 13.41672, 12.04680], [15.52362, 14.13242, 12.27542], [18.06810, 9.36607, 7.63549], [19.68123, 13.29226, 10.85003], [21.23077, 11.73473, 16.33751], [13.87824, 13.02466, 16.17668], [13.60670, 16.28382, 14.07124], [15.52709, 10.21532, 16.74656], [12.26724, 8.22775, 10.23197], [22.18181, 11.80272, 13.42960], [15.11892, 7.30484, 10.90035], [18.58718, 14.30860, 15.12211], [12.80487, 15.30493, 6.82015], [17.34726, 12.81882, 14.25080], [15.95805, 9.39957, 20.28348], [17.53974, 8.52870, 12.83004], [22.75392, 13.92410, 12.26130], [14.04454, 8.05794, 9.69676], [21.03135, 8.33447, 8.98970], [9.05477, 10.87292, 14.56119], [15.77514, 8.55302, 9.86985], [9.86977, 8.73316, 10.76085], [8.92103, 12.28063, 13.40844], [20.18476, 9.64867, 10.88853], [15.83711, 17.37576, 14.40254], [7.55979, 11.15656, 13.64568], [11.19513, 11.65330, 13.69309], [18.47391, 5.76108, 16.01657], [20.01476, 10.65695, 13.00702], [21.13262, 14.86712, 10.59598], [14.87240, 16.26856, 7.87638], [17.42517, 9.28094, 6.74614], [17.66916, 14.25143, 12.02154], [19.99897, 10.22472, 15.44586], [16.59628, 10.58775, 8.64724], [22.37498, 13.42725, 17.05192], [13.40493, 14.22798, 12.70536], [13.54238, 8.15144, 13.72410], [13.63056, 6.50248, 17.73900], [19.70537, 8.17418, 6.84555], [15.96270, 15.12195, 9.76839], [17.88371, 16.33265, 13.40769], [18.30943, 7.59694, 17.68249], [14.14359, 10.85968, 18.43891], [17.84804, 9.93316, 16.90253], [14.78202, 11.39380, 19.96994], [21.95464, 10.99407, 16.68315], [18.11812, 6.22354, 13.58455], [12.79757, 6.39122, 15.30896], [16.89741, 12.42514, 9.57955], [15.72233, 12.38696, 18.05212], [18.99959, 13.72622, 10.11280], [12.96299, 12.00684, 9.61350], [11.85171, 13.16828, 7.71421], [20.65084, 15.09881, 16.27846]],
  "forces_ev_per_angstrom": [[-0.194, -0.153, 0.505], [0.205, -0.639, 0.515], [-0.722, 0.793, 0.041], [-0.545, -0.407, -0.555], [0.269, 0.856, -0.256], [-1.096, 0.658, 1.105], [0.356, -0.564, 0.582], [-1.711, -0.954, -1.225], [-1.496, 1.331, -0.121], [-1.698, -1.942, -1.738], [-0.312, 1.184, -0.633], [-0.926, 1.029, 1.204], [0.147, -0.615, -0.051], [-0.075, -0.106, 0.730], [0.476, -1.003, -0.679], [-0.292, 1.248, -1.288], [0.139, -0.864, 0.200], [-0.620, 0.243, -0.430], [0.202, -0.836, 0.371], [-0.363, 0.562, 0.502], [1.989, 2.073, 1.764], [0.327, 0.429, -0.020], [-0.858, -0.441, -0.542], [0.540, -1.034, -1.124], [0.152, -0.448, -0.228], [-0.309, 0.375, 0.481], [0.075, 1.652, -0.165], [-0.084, -0.237, 0.094], [-0.069, -0.453, -0.382], [0.489, -0.170, 0.287], [-0.638, -0.169, -0.776], [-2.195, -0.631, -0.568], [1.328, 0.686, -0.003], [0.104, 0.552, -0.142], [-0.122, -0.289, -0.197], [-0.321, -0.025, 0.042], [0.062, 0.096, 0.527], [0.811, -0.255, -0.459], [0.510, 0.457, 0.406], [-0.160, -0.306, -0.174], [0.665, -0.792, -1.244], [0.357, -0.263, 0.483], [0.446, -0.184, 0.199], [-0.235, -0.376, -0.395], [0.000, 0.655, -0.108], [0.220, -0.245, 0.837], [0.336, -0.402, 0.755], [-0.251, 0.553, -0.269], [-0.598, -0.079, -0.227], [0.258, -0.257, -0.155], [-0.083, -0.614, -0.736], [1.129, -1.359, 0.687], [-0.417, 0.050, 0.143], [0.182, -0.446, 0.250], [0.099, 0.148, -0.117], [0.036, 0.335, 0.501], [1.130, 0.047, 0.003], [1.053, 0.524, 0.350], [-0.496, 1.471, 2.099], [0.275, -0.139, -0.222], [0.229, 0.210, -0.145], [-0.113, -0.083, -0.315], [0.105, 0.025, 0.010], [-0.396, 0.453, 0.562], [-0.226, -0.361, 0.162], [0.245, 0.850, -0.085], [0.006, -0.223, -0.025], [0.666, -0.220, 0.577], [-0.237, -0.091, -0.085], [0.914, -0.365, -0.534], [0.322, -0.033, -0.098], [0.052, -0.205, -0.291], [-0.317, 0.117, 0.066], [-0.273, 0.170, -0.111], [-0.228, 0.443, 0.050], [0.240, -0.062, 0.074], [0.047, -0.087, 0.267], [-0.146, -0.224, 0.123], [-0.242, 0.093, -0.345], [0.036, 0.005, 0.207], [-0.452, -0.201, -0.098], [0.491, 0.080, 0.158], [-0.198, 0.084, -0.187], [0.137, 0.166, -0.363], [-0.400, -0.032, 0.142], [0.418, 0.191, 0.169], [0.147, -0.455, 0.045], [-0.186, -0.152, -0.471], [-0.007, -0.233, -0.113], [0.288, -0.041, -0.129], [0.193, -0.389, -0.336], [-0.107, 0.355, -0.135], [0.091, 0.361, -0.168], [0.000, -0.233, 0.102], [-0.231, -0.192, -0.021], [0.491, 0.009, 0.351], [-0.313, 0.250, 0.186], [-0.180, 0.470, 0.183], [0.363, -0.156, -0.015], [-0.461, -0.126, -0.113], [0.269, 0.133, 0.130], [0.044, 0.142, 0.225], [-0.019, 0.192, -0.359], [-0.127, 0.058, 0.187], [-0.346, -0.126, -0.059], [-0.447, -0.142, -0.106], [0.014, 0.193, -0.483], [0.413, -0.208, -0.118], [0.006, -0.051, -0.086], [0.407, -0.154, -0.359], [-0.102, 0.218, -0.129], [-0.044, 0.177, 0.191], [0.240, 0.291, 0.179], [-0.022, 0.378, 0.463], [0.953, -1.392, 0.262], [0.158, -0.204, 0.331], [0.024, 0.178, -0.032], [0.276, 0.193, 0.125], [0.055, -0.352, -0.044]],
  "lowdin_spin": [4.565, 0.027, 0.007, 0.001, 0.000, 0.052, 0.001, 0.049, 0.000, 0.059, 0.000, 0.001, 0.000, 0.042, -0.001, 0.009, 0.049, 0.001, 0.007, 0.001, 0.011, 0.001, 0.001, 0.004, 0.000, 0.000, -0.003, 0.001, 0.002, 0.001, 0.006, 0.004, 0.001, 0.008, 0.000, 0.000, 0.003, 0.006, 0.001, 0.000, 0.001, 0.001, -0.001, 0.000, 0.001, 0.006, 0.000, 0.009, 0.000, 0.003, 0.000, 0.002, 0.002, 0.000, 0.000, 0.000, 0.004, 0.004, 0.020, 0.000, 0.001, 0.001, 0.005, 0.000, 0.000, 0.003, 0.000, 0.000, -0.001, 0.004, 0.000, 0.002, 0.000, 0.000, 0.001, 0.000, 0.000, 0.008, 0.000, 0.000, 0.000, 0.000, 0.000, 0.000, 0.001, 0.000, 0.000, 0.000, 0.000, 0.000, 0.000, 0.000, 0.000, 0.000, 0.000, 0.000, 0.000, 0.000, 0.000, 0.001, 0.000, 0.000, 0.000, 0.000, 0.000, 0.000, 0.000, 0.000, 0.000, 0.000, 0.000, 0.000, 0.000, 0.000, 0.000, 0.000, 0.000, 0.000, 0.000]
}